ORCA calculation (wB97M-V/def2-TZVPD) on one molecule with the formula C5H9N2O3P at a distorted geometry.

Geometry (Å):
C: -0.22 2.55 -0.50
C: -1.42 1.91 -0.96
C: 0.70 1.68 -0.02
C: -1.41 0.61 -0.71
C: 1.03 -2.27 -0.24
N: 0.26 0.37 -0.07
N: -0.85 -1.16 1.70
O: 1.71 -0.45 2.02
O: 1.92 2.04 0.37
O: -2.04 -0.50 -1.13
P: 0.67 -0.85 1.01
H: 0.09 3.54 -0.76
H: -2.12 2.45 -1.62
H: 1.48 -3.25 0.07
H: 0.03 -2.34 -0.78
H: 1.71 -1.73 -0.91
H: -1.61 -1.15 0.99
H: -0.78 -1.92 2.52
H: 2.39 1.23 0.83
H: -1.53 -0.76 -1.81

Results
lowest unoccupied orbital energy = 0.3 eV
energy = -23741.529 eV
HOMO = -7.9 eV
net charge = 0
frontier orbital gap = 8.254 eV
SMILES = C[P@@](N)(=O)n1c(O)ccc1O